[1]
The following is a DFT calculation (the ωB97M-V functional and the def2-TZVPD basis) of a 4-piece molecular cluster, C18H44N4O2 overall.

XYZ file:
```
68
Properties=species:S:1:pos:R:3
C -3.28591 -1.19526 -1.58114
C -2.68134 0.23381 -1.60934
N -2.41239 0.81295 -2.95380
C -3.40107 0.44125 -4.01576
C -4.78578 1.03489 -3.66786
C -1.99494 2.24336 -2.81734
C -1.43727 2.71187 -4.14207
H -3.05250 -1.61492 -0.60261
H -3.01296 -1.91800 -2.35006
H -4.37276 -1.11276 -1.58861
H -3.42118 0.84146 -1.08829
H -1.86912 0.27806 -0.88379
H -2.94160 0.83541 -4.92221
H -3.55186 -0.62202 -4.20237
H -5.10424 0.76316 -2.66145
H -4.77621 2.12367 -3.71843
H -5.49818 0.74145 -4.43889
H -1.30674 2.20467 -1.97295
H -2.88333 2.83941 -2.60857
H -2.21704 2.80883 -4.89750
H -0.68862 2.05202 -4.58050
H -1.01472 3.70943 -4.02197
C -2.02091 1.82349 5.12351
C -0.51195 2.01845 5.52065
N 0.34427 2.61764 4.50769
C -0.16263 3.73754 3.69892
C -0.24104 5.08480 4.57131
C 1.70067 2.75515 5.13170
C 2.68144 3.15028 3.99287
H -2.59348 2.72825 4.91942
H -2.46102 1.37024 6.01175
H -2.12919 1.17245 4.25602
H -0.40038 2.72568 6.34252
H -0.09773 1.05035 5.80228
H 0.49154 3.92868 2.84824
H -1.11608 3.57048 3.19780
H 0.75672 5.31400 4.94554
H -0.58597 5.94196 3.99305
H -0.96665 4.97382 5.37708
H 2.14723 1.84539 5.53297
H 1.82549 3.45642 5.95678
H 3.64117 3.07152 4.50358
H 2.46305 4.12158 3.54904
H 2.72579 2.45409 3.15534
C 3.75939 -0.74501 -4.86321
N 2.73095 -1.76783 -5.11706
C 2.96359 -3.01175 -5.39180
C 1.83308 -4.02943 -5.32986
O 4.10060 -3.34752 -5.70985
H 3.70171 -0.00854 -5.66470
H 4.80304 -1.05919 -4.84912
H 3.47902 -0.24831 -3.93434
H 1.81963 -1.54525 -4.74286
H 1.78966 -4.47247 -4.33491
H 2.05168 -4.81462 -6.05360
H 0.90759 -3.54403 -5.63960
C 2.18545 -4.17912 0.77707
N 2.02826 -4.01957 2.22358
C 1.90943 -5.07353 3.02654
C 2.53453 -6.39167 2.57887
O 1.37618 -5.00325 4.12012
H 3.16355 -4.63751 0.63110
H 2.19495 -3.18013 0.34116
H 1.30953 -4.68859 0.37545
H 1.59711 -3.13671 2.45764
H 2.56953 -7.03304 3.45950
H 3.52116 -6.25069 2.13752
H 1.88983 -6.93726 1.88981
```

Values from the calculation:
SMILES string: CCN(CC)CC.CCN(CC)CC.CNC(C)=O.CNC(C)=O
orbital gap: 8.14 eV

[2]
The following is a DFT calculation (the ωB97M-V functional and the def2-TZVPD basis) of a 2-piece molecular cluster, C6H11N overall.

XYZ file:
```
18
Properties=species:S:1:pos:R:3
C -0.50697 1.37500 -0.76803
C -0.37861 0.30685 0.01465
C 0.87710 -0.50531 0.20772
C 2.12574 0.04085 -0.46855
C -1.55503 -0.17670 0.84339
C -1.25463 0.11753 2.25058
N -0.91442 0.39374 3.32097
H -1.46137 1.88744 -0.86386
H 0.32589 1.78260 -1.33290
H 1.05659 -0.61188 1.28655
H 0.67157 -1.52401 -0.15617
H 1.98361 0.13409 -1.55058
H 2.97316 -0.62959 -0.29730
H 2.38789 1.02659 -0.07060
H -1.70760 -1.25841 0.72788
H -2.48575 0.32207 0.55570
H -1.23185 -1.76708 -1.90347
H -1.02092 -1.06528 -2.03528
```

Values from the calculation:
SMILES string: C=C(CC)CC#N.[H][H]
orbital gap: 11.03 eV

[3]
The following is a DFT calculation (the ωB97M-V functional and the def2-TZVPD basis) of a 2-piece molecular cluster, C7H13N2O overall.

XYZ file:
```
23
Properties=species:S:1:pos:R:3
C -3.23836 1.54982 -2.07203
C 1.51703 -0.18352 -0.01222
C -3.36495 2.39042 -1.22173
C -0.71440 0.74977 -0.20004
C -3.64632 3.48559 -0.34058
C 3.26573 -1.90915 -0.62637
C 2.04605 -1.81118 1.59183
N 2.14862 -1.32497 0.28676
N 0.42589 0.25679 0.55772
O -0.36433 1.41267 -1.21839
H -3.36845 1.10235 -2.98514
H -1.12905 1.68154 -1.66187
H 1.77020 0.21433 -1.02519
H -4.49605 3.37540 0.24473
H -3.67976 4.37262 -1.03206
H -2.77214 3.70760 0.35223
H 3.65646 -1.19603 -1.29882
H 4.06650 -2.24933 0.00827
H 2.64350 -2.80068 -1.15026
H 2.93473 -1.58644 2.21122
H 1.28616 -1.37741 2.23389
H 2.14367 -2.93254 1.60744
H 0.23062 0.13878 1.50367
```

Values from the calculation:
net charge: +1
orbital gap: 8.67 eV

[4]
The following is a DFT calculation (the ωB97M-V functional and the def2-TZVPD basis) of a 2-piece molecular cluster, C4H10S overall.

XYZ file:
```
15
Properties=species:S:1:pos:R:3
C -0.01801 0.27186 2.54749
C -1.08457 0.49985 1.80703
H -0.15182 -0.17062 3.52877
H 0.99531 0.44690 2.22637
H -2.08039 0.17985 2.08241
H -1.01685 1.00840 0.85581
C -0.89772 -0.84152 -1.76890
S 0.88139 -1.19738 -1.83569
C 1.66950 0.27992 -1.11448
H -1.10135 0.23171 -1.67969
H -1.44616 -1.25572 -0.92431
H -1.28941 -1.15759 -2.73134
H 2.11193 0.05549 -0.14714
H 2.50030 0.57680 -1.75428
H 0.92786 1.07206 -1.09207
```

Values from the calculation:
SMILES string: C=C.CSC
orbital gap: 9.53 eV

[5]
The following is a DFT calculation (the ωB97M-V functional and the def2-TZVPD basis) of C20H25N7OPtS4 as an isolated structure.

XYZ file:
```
58
Properties=species:S:1:pos:R:3
Pt 0.24918 0.22831 0.38451
O 4.20646 -1.11193 5.68772
C 3.52710 -0.93348 4.71504
S 1.83280 -1.45095 4.58900
C 1.57267 -0.86323 2.96248
C 2.59657 -0.25430 2.34787
S 2.51476 0.31803 0.69348
S 4.09799 -0.12554 3.24182
S 0.01803 -1.12677 2.19124
C -0.62282 0.45556 -3.08677
C -1.08787 -0.85256 -2.45705
N -2.45721 -0.81719 -1.94249
C -3.52350 -1.15884 -2.88808
C -4.08528 0.02986 -3.66635
C -2.74354 -0.41153 -0.69053
C -4.18687 -0.49370 -0.24879
N -1.86795 0.01014 0.17055
H 0.43994 0.38291 -3.32432
H -0.76661 1.28482 -2.39592
H -1.15908 0.67118 -4.01113
H -0.42584 -1.14140 -1.64356
H -1.04517 -1.65582 -3.19353
H -4.32588 -1.67008 -2.36325
H -3.10726 -1.88742 -3.58244
H -4.48651 0.78969 -2.99425
H -4.89204 -0.30455 -4.32115
H -3.32163 0.49858 -4.28371
H -4.55584 -1.51631 -0.31823
H -4.82858 0.13924 -0.86038
H -4.27226 -0.17352 0.78602
H -2.30580 0.16468 1.06647
C -0.46395 3.13207 1.77089
C 0.34976 3.19004 0.52729
N 0.40963 2.27028 -0.42180
C 1.32240 2.71689 -1.35508
C 1.80704 3.92081 -0.97450
N 1.18769 4.20886 0.22243
C 1.39148 5.42741 0.97649
N 1.07779 6.58669 0.18726
N 2.04520 7.50105 -0.09202
N 1.55214 8.42874 -0.80944
C 0.21887 8.14873 -1.04020
C -0.74642 8.84450 -1.76726
C -2.00795 8.29492 -1.82613
C -2.31165 7.08267 -1.18119
C -1.36906 6.38344 -0.45867
C -0.09625 6.95022 -0.39858
H -0.97731 2.17617 1.80167
H -1.19818 3.94033 1.81768
H 0.17203 3.18419 2.65621
H 1.58368 2.13093 -2.21787
H 2.52953 4.58648 -1.41618
H 2.43290 5.52921 1.27250
H 0.76700 5.38983 1.86642
H -0.50020 9.77460 -2.26187
H -2.78804 8.79754 -2.38196
H -3.31651 6.68792 -1.25994
H -1.60730 5.44289 0.02058
```

Values from the calculation:
orbital gap: 6.50 eV

What highest occupied orbital energy values result from the calculations? In sequence: -8.1, -10.1, -12.7, -8.5, -6.5 eV.
What energy relative to the best compared isomer or geometry (same formula, charge and spin) values result from the calculations? In sequence: 30.7, 38.9, 144.0, 29.8, 9.1 kcal/mol.
What F_max values result from the calculations? In sequence: 3.66, 1.10, 4.42, 0.81, 0.69 eV/A.